[1]
Molecular formula: C6H5NO2S
Method: DFT, wB97M-V/def2-TZVPD

ORCA input file:
```
! wB97M-V def2-TZVPD RIJCOSX def2/J DEFGRID3
* xyz -2 1
C -0.1035 0.4729 -1.3975
C -1.2053 -0.1316 -0.7622
C 0.7313 1.0290 -0.4402
C -0.9537 0.1319 0.5453
C -1.5765 -2.1540 1.9878
C 2.2521 1.2661 -0.6482
N 0.2065 0.8262 0.7994
O -0.8998 -2.3867 2.9721
O -1.9665 -2.8529 1.0271
S -2.1652 -0.2897 1.7235
H 0.1076 0.6305 -2.5343
H -1.9848 -0.6050 -1.1250
H 2.2926 2.0028 -1.4722
H 2.5608 1.6942 0.2811
H 2.7044 0.3664 -0.9567
*
```

* E_LUMO: 6.23 eV
* Kohn-Sham gap: 5.4 eV
* ΔE to the lowest compared entry with this formula, charge and spin: 0.0 kcal/mol

---

[2]
Molecular formula: C6H5NO2S3
Method: DFT, wB97M-V/def2-TZVPD

ORCA input file:
```
! wB97M-V def2-TZVPD RIJCOSX def2/J DEFGRID3
* xyz 0 1
C -1.5272 -2.2055 -0.1537
C -0.2448 -1.7070 0.0475
C -2.5324 -1.4607 0.4720
C -0.1386 -0.6745 0.9074
C 1.6774 2.4768 -1.3650
C 1.5957 0.7608 1.8509
N 0.8630 -0.1326 1.5049
O 1.8984 0.9752 -1.2242
O -0.5974 1.3712 -0.9801
S 2.6392 1.7512 2.4238
S -1.8528 -0.2173 1.4309
S 0.5682 1.3662 -2.1245
H -1.6511 -2.9885 -0.8148
H 0.6174 -2.1339 -0.2579
H -3.5837 -1.7279 0.3615
H 2.5041 2.9521 -1.8876
H -0.2354 1.5943 -0.1910
*
```

* E_LUMO: -0.01 eV
* Kohn-Sham gap: 8.0 eV
* ΔE to the lowest compared entry with this formula, charge and spin: 60.3 kcal/mol

---

[3]
Molecular formula: C6H5NO3S
Method: DFT, wB97M-V/def2-TZVPD

ORCA input file:
```
! wB97M-V def2-TZVPD RIJCOSX def2/J DEFGRID3
* xyz 0 1
C 0.9454 0.4157 -0.2503
C 0.0742 0.9905 0.6652
C 0.5921 -0.7455 -0.9223
C -1.1470 0.4008 0.9231
C -0.6269 -1.3437 -0.6723
C -1.4908 -0.7739 0.2563
N -4.6042 1.2151 -0.2275
O -3.8953 2.1515 -0.0110
O -5.7156 1.0830 -0.6330
O -3.1710 -2.7097 -0.2132
S -3.0330 -1.5374 0.6522
H 1.9026 0.8792 -0.4413
H 0.3512 1.8974 1.1799
H 1.2684 -1.1905 -1.6364
H -1.8361 0.8374 1.6292
H -0.9256 -2.2499 -1.1796
*
```

* E_LUMO (spin up / spin down): -1.25 / -1.76 eV
* Kohn-Sham gap (spin up / spin down): 8.7 / 6.6 eV
* ΔE to the lowest compared entry with this formula, charge and spin: 71.2 kcal/mol

---

[4]
Molecular formula: C6H5NO4
Method: DFT, wB97M-V/def2-TZVPD

ORCA input file:
```
! wB97M-V def2-TZVPD RIJCOSX def2/J DEFGRID3
* xyz 0 1
C 0.6260 0.6962 1.4448
C 0.8121 1.9644 1.1412
C 0.7062 -0.0884 0.1386
C 1.0020 1.9516 -0.3616
C -2.8866 -0.1913 -0.0019
C 0.4350 -2.2334 -0.9875
N 0.8908 0.6900 -0.8730
O 0.5758 -1.3618 0.1351
O 1.1596 2.9537 -0.9974
O -3.5465 0.7232 0.1513
O -2.3797 -1.1964 -0.1318
H 0.4500 0.3853 2.4717
H 0.7954 2.8058 1.7995
H 1.1448 -1.8769 -1.6714
H 0.6374 -3.2148 -0.7168
H -0.4223 -2.0073 -1.5407
*
```

* SMILES: COC1=NC(=O)C=C1.O=C=O
* E_LUMO: -0.41 eV
* Kohn-Sham gap: 9.6 eV
* ΔE to the lowest compared entry with this formula, charge and spin: 3.2 kcal/mol

---

[5]
Molecular formula: C6H5O3
Method: DFT, wB97M-V/def2-TZVPD

ORCA input file:
```
! wB97M-V def2-TZVPD RIJCOSX def2/J DEFGRID3
* xyz -1 1
C -2.2210 -0.6001 -0.4035
C -1.0712 -1.1435 0.1234
C -0.0193 -0.0249 -0.0190
C -2.0158 0.7739 -0.6738
C 1.2283 -0.2671 0.2625
C 2.4188 0.6203 0.3405
O -0.8844 -2.2375 0.6918
O -2.8201 1.6364 -0.9637
O -0.6406 1.0475 -0.5453
H -3.2571 -1.0983 -0.5144
H 1.3174 -1.2559 0.6111
H 3.2545 0.0087 0.5830
H 2.2409 1.3383 1.1218
H 2.4697 1.2020 -0.6144
*
```

* SMILES: C/C=C1\OC([O-])=CC1=O
* E_LUMO: 3.79 eV
* Kohn-Sham gap: 7.5 eV
* ΔE to the lowest compared entry with this formula, charge and spin: 2.9 kcal/mol

---

[6]
Molecular formula: C6H5O6V
Method: DFT, wB97M-V/def2-TZVPD

ORCA input file:
```
! wB97M-V def2-TZVPD RIJCOSX def2/J DEFGRID3
* xyz 1 4
O -0.3047 2.4222 -2.7573
C -0.6558 1.7795 -1.8417
V -1.2921 0.9117 -0.4593
C -0.7447 1.8153 1.0575
O -0.3519 2.3498 2.0223
C 1.2559 -1.8859 -1.5491
O 0.3082 -2.5060 -1.2500
C 2.0171 -0.7587 -1.7468
O 1.7154 0.4216 -1.5246
C -3.1136 1.1949 -0.6127
O -4.2526 1.4219 -0.7303
H 2.8834 -1.2897 -2.1084
C 0.2380 -1.2386 2.1176
O 0.6305 -0.4935 0.9660
H 0.0500 -2.2579 1.7706
H -0.6883 -0.8225 2.5364
H 1.0250 -1.2522 2.8849
H 1.2801 0.1881 1.2249
*
```

* E_LUMO (spin up / spin down): -5.51 / -6.12 eV
* Kohn-Sham gap (spin up / spin down): 7.1 / 6.7 eV
* ΔE to the lowest compared entry with this formula, charge and spin: 55.7 kcal/mol
* ⟨S²⟩: 3.79

---

[7]
Molecular formula: C6H6
Method: DFT, wB97M-V/def2-TZVPD

ORCA input file:
```
! wB97M-V def2-TZVPD RIJCOSX def2/J DEFGRID3
* xyz 0 1
C 0.6810 1.2954 0.7421
C 0.1016 -0.1231 0.6893
C -1.0435 -0.2274 -0.2295
C -1.6960 -0.5323 -1.2233
C 0.9396 -1.1177 -0.0334
C 1.5873 -1.9424 -0.7196
H 0.9867 1.6044 -0.2606
H -0.0378 2.0144 1.1483
H 1.5686 1.2784 1.3782
H -0.1963 -0.4690 1.6878
H -2.4202 -0.6658 -2.0008
H -0.4710 -1.1150 -1.1787
*
```

* E_LUMO: -0.39 eV
* Kohn-Sham gap: 8.2 eV
* ΔE to the lowest compared entry with this formula, charge and spin: 193.7 kcal/mol

---

[8]
Molecular formula: C6H6
Method: DFT, wB97M-V/def2-TZVPD

ORCA input file:
```
! wB97M-V def2-TZVPD RIJCOSX def2/J DEFGRID3
* xyz 0 1
C -1.8341 0.7661 0.1452
C -1.0389 -0.5441 0.1341
C 0.4027 -0.4097 0.0044
C 1.6271 -0.3176 -0.1819
C 2.9527 -0.3078 -0.6044
C 4.1898 -0.2341 -0.8497
H -2.8979 0.5479 0.0122
H -1.7112 1.2988 1.0921
H -1.5130 1.4233 -0.6672
H -1.3112 -1.1307 -0.7581
H -1.2974 -1.1801 0.9898
H 2.2221 0.1248 0.7136
*
```

* E_LUMO (spin up / spin down): -1.24 / -1.24 eV
* Kohn-Sham gap (spin up / spin down): 7.8 / 7.8 eV
* ΔE to the lowest compared entry with this formula, charge and spin: 185.7 kcal/mol

---

[9]
Molecular formula: C6H6
Method: DFT, wB97M-V/def2-TZVPD

ORCA input file:
```
! wB97M-V def2-TZVPD RIJCOSX def2/J DEFGRID3
* xyz 0 1
C -1.5478 0.9449 -0.2587
C -1.3918 -0.5154 -0.0260
C -0.2577 -1.1796 0.2807
C 1.0413 -0.6154 0.2107
C 2.2353 -0.2499 0.1462
C 3.5494 -0.0046 0.1597
H -2.2524 1.3328 0.4888
H -0.5928 1.4615 -0.1508
H -1.9837 1.1598 -1.2405
H -2.3061 -1.1094 -0.0491
H -0.3818 -2.2166 0.5904
H 3.8883 0.9920 -0.1513
*
```

* E_LUMO (spin up / spin down): -1.26 / -1.25 eV
* Kohn-Sham gap (spin up / spin down): 6.7 / 6.7 eV
* ΔE to the lowest compared entry with this formula, charge and spin: 127.6 kcal/mol

---

[10]
Molecular formula: C6H6
Method: DFT, wB97M-V/def2-TZVPD

ORCA input file:
```
! wB97M-V def2-TZVPD RIJCOSX def2/J DEFGRID3
* xyz 0 1
C 1.6063 1.9565 -1.1234
C 0.6133 0.9483 -0.7633
C -0.1555 0.0516 -0.4964
C -1.0265 -1.0234 -0.2082
C -1.0790 -1.6602 1.0399
C -0.6404 -2.2622 2.0954
H 2.0803 2.3829 -0.2334
H 2.3890 1.4882 -1.7308
H 1.1645 2.7706 -1.7074
H -1.7658 -1.3000 -0.9561
H -2.1522 -1.2030 0.9816
H -1.0339 -2.1493 3.1020
*
```

* E_LUMO (spin up / spin down): -0.46 / -0.40 eV
* Kohn-Sham gap (spin up / spin down): 7.0 / 7.8 eV
* ΔE to the lowest compared entry with this formula, charge and spin: 158.9 kcal/mol

---

[11]
Molecular formula: C6H6
Method: DFT, wB97M-V/def2-TZVPD

ORCA input file:
```
! wB97M-V def2-TZVPD RIJCOSX def2/J DEFGRID3
* xyz 0 1
C -3.3170 -0.1472 0.0149
C -4.4393 -0.5287 0.2390
C -0.9833 0.7921 -0.5332
C -0.1596 1.4759 0.4619
C 0.2216 0.2471 0.1796
C 1.0067 -0.9588 0.2015
H -2.2068 0.4822 -0.2564
H -0.8333 0.7867 -1.5586
H -0.1257 2.4488 0.9302
H 1.6366 -1.1315 0.9814
H 1.6201 -1.1404 -0.7561
H 0.2748 -1.8670 0.1794
*
```

* E_LUMO (spin up / spin down): -1.15 / -1.95 eV
* Kohn-Sham gap (spin up / spin down): 8.6 / 6.4 eV
* ΔE to the lowest compared entry with this formula, charge and spin: 252.9 kcal/mol

---

[12]
Molecular formula: C6H6
Method: DFT, wB97M-V/def2-TZVPD

ORCA input file:
```
! wB97M-V def2-TZVPD RIJCOSX def2/J DEFGRID3
* xyz 0 1
C 0.9117 1.1268 -1.3323
C 0.4470 -0.4844 0.7374
C 0.1916 0.6803 -0.1239
C -0.4020 1.6524 -0.7251
C -0.7075 -1.3297 1.0488
C -1.6334 -2.0594 1.2905
H 0.9119 0.4208 -2.1758
H 1.8750 1.6373 -1.2174
H 1.1917 -1.0109 0.1291
H 0.9595 -0.1635 1.6504
H -1.3037 2.2555 -0.7820
H -2.4418 -2.7252 1.5003
*
```

* SMILES: C#CCC1=CC1
* E_LUMO: 1.03 eV
* Kohn-Sham gap: 10.4 eV
* ΔE to the lowest compared entry with this formula, charge and spin: 110.9 kcal/mol